{
  "formula": "C11H44N8O11",
  "method": "ωB97M-V/def2-TZVPD",
  "e_lumo_ev": -0.16,
  "e_above_lowest_kcal_mol": 129.9,
  "largest_force_ev_per_a": 8.10,
  "total_energy_ev": -46560.2187,
  "e_homo_ev": -8.563,
  "homo_lumo_gap_ev": 8.40,
  "symbols": ["C", "O", "N", "N", "H", "H", "H", "H", "C", "O", "N", "N", "H", "H", "H", "H", "C", "O", "N", "N", "H", "H", "H", "H", "C", "O", "N", "N", "H", "H", "H", "H", "C", "O", "H", "H", "H", "H", "C", "O", "H", "H", "H", "H", "C", "O", "H", "H", "H", "H", "C", "O", "H", "H", "H", "H", "C", "O", "H", "H", "H", "H", "C", "O", "H", "H", "H", "H", "C", "O", "H", "H", "H", "H"],
  "xyz": [[-1.6114, 3.1530, -1.9645], [-0.5766, 2.5670, -1.3170], [-1.6428, 4.3005, -2.6460], [-2.7788, 2.6201, -2.0692], [-0.7270, 4.7741, -2.8428], [-2.4877, 4.8781, -2.8793], [-3.5738, 3.0363, -2.5397], [-2.9640, 1.7331, -1.5273], [3.0639, -1.6009, 0.8487], [2.7794, -0.5298, 1.6990], [2.7148, -2.8381, 1.1009], [3.6900, -1.4672, -0.2630], [2.0778, -3.0578, 1.8439], [2.7807, -3.5808, 0.4245], [3.9749, -0.4626, -0.5181], [4.1510, -2.1739, -0.8460], [1.0906, -3.0827, -1.9269], [1.8006, -4.1468, -1.2826], [-0.0134, -3.2887, -2.5950], [1.5249, -1.8401, -1.8899], [-0.4027, -4.2141, -2.5868], [-0.5502, -2.5498, -2.9983], [2.4025, -1.6080, -1.3063], [1.3590, -1.1483, -2.6577], [-3.7820, 0.7529, 0.1548], [-3.2244, 1.3495, 1.2608], [-5.0693, 0.6626, -0.0097], [-3.1069, 0.3242, -0.8888], [-5.5488, 0.7466, 0.9238], [-5.5206, 0.0680, -0.7219], [-2.1117, 0.0750, -0.8019], [-3.6274, -0.1562, -1.6351], [-0.7595, 1.6656, 3.0589], [-0.2983, 2.6171, 3.9714], [0.0383, 0.9069, 2.9958], [-0.8343, 2.2165, 2.0948], [-1.7561, 1.2471, 3.2648], [-0.9700, 3.3611, 4.0892], [2.6525, 1.4223, -1.0886], [3.9967, 1.0628, -1.2048], [2.0286, 0.6893, -0.5163], [2.2729, 1.5792, -2.1103], [2.5460, 2.4195, -0.5998], [4.3520, 1.9330, -1.4515], [2.2666, 2.5232, 2.1683], [1.9219, 3.6887, 2.8461], [1.5163, 2.2129, 1.4704], [2.4451, 1.6163, 2.7496], [3.1659, 2.6531, 1.5847], [1.1220, 3.4697, 3.3249], [-0.3981, -0.2858, 0.5295], [-0.7805, -1.0056, -0.6094], [-1.3299, -0.1905, 1.1304], [0.0454, 0.7074, 0.2874], [0.2615, -0.8783, 1.1836], [-0.0132, -1.3104, -1.0966], [0.3626, 0.5999, -3.6390], [1.2846, -0.3946, -4.0620], [0.0117, 0.2617, -2.6661], [-0.5065, 0.6148, -4.3397], [0.8164, 1.5852, -3.5161], [1.8224, -0.0311, -4.7719], [0.5610, -1.9586, 3.7031], [0.5961, -3.2064, 2.9582], [1.3756, -1.2574, 3.5150], [0.6566, -2.2372, 4.7193], [-0.3593, -1.3519, 3.6973], [-0.0806, -3.1070, 2.3261], [-2.6731, -2.9466, 1.2736], [-1.3441, -3.1422, 0.9962], [-2.9705, -1.9704, 0.9667], [-2.7889, -2.9121, 2.2962], [-3.2819, -3.6062, 0.6536], [-1.0643, -2.5567, 0.2745]]
}